Entry 1:
An isolated molecule of C4H6N2O, computed with wB97M-V/def2-TZVPD.

Structure (XYZ):
```
13
Properties=species:S:1:pos:R:3:forces:R:3
C -0.835307 -0.636793 1.962513 -0.027 0.012 0.307
O -1.450365 0.124282 0.945659 0.088 0.142 -0.373
C -0.651717 0.492802 0.013004 -0.071 -0.156 0.236
C 0.724948 0.006528 0.054955 -0.033 0.104 0.077
N 1.075678 0.188761 -1.323045 -0.033 0.011 -0.140
C 0.008097 0.719753 -1.964810 0.042 -0.037 -0.041
N -1.046648 0.926725 -1.216476 0.189 -0.064 0.063
H -1.630108 -0.999398 2.612634 0.136 0.049 -0.085
H -0.095779 -0.040133 2.505985 -0.056 -0.088 -0.073
H 0.462879 -1.029897 0.604188 0.026 0.085 -0.116
H 1.449075 0.444421 0.749859 -0.142 -0.073 -0.059
H 1.980092 0.024508 -1.731280 -0.130 0.038 0.049
H 0.033207 0.923013 -3.029729 0.010 -0.022 0.156
```
Forces are in eV/Å.

Calculated values
Largest force on an atom = 0.4 eV Å⁻¹
HOMO level (alpha / beta) = -7.1 / -7.1 eV
Gap between HOMO and LUMO (alpha / beta) = 7.657 / 7.658 eV
Energy = -9269.4208 eV
Energy relative to the best compared isomer or geometry (same formula, charge and spin) = 94.1 kcal/mol


Entry 2:
An isolated molecule of C4H6N2O in a non-equilibrium geometry, computed with wB97M-V/def2-TZVPD.

Structure (XYZ):
```
13
Properties=species:S:1:pos:R:3:forces:R:3
C -1.988047 0.015495 -0.166884 0.021 -0.008 0.041
C -0.556787 0.027646 0.338354 0.007 0.060 0.162
C 0.463155 -0.375258 -0.549762 0.289 -0.118 -0.231
C 1.736434 -0.241259 -0.047292 0.191 0.212 0.148
O 2.917093 -0.433616 -0.752143 -0.133 -0.004 -0.430
N 2.107115 0.125619 1.146357 -1.739 0.408 0.682
N -0.169619 0.418430 1.516237 0.144 -0.134 -0.544
H -2.722359 0.391306 0.551761 0.270 -0.037 0.006
H -2.273541 -1.004728 -0.447013 0.080 0.146 0.076
H -2.050959 0.625513 -1.075636 0.014 -0.088 0.178
H 0.293339 -0.724354 -1.551315 0.008 0.010 -0.163
H 3.188401 0.438778 -1.079771 0.029 -0.280 0.088
H -0.944222 0.736424 2.117108 0.817 -0.168 -0.014
```
Forces are in eV/Å.

Calculated values
Largest force on an atom = 1.9 eV Å⁻¹
HOMO level (alpha / beta) = -8.4 / -8.4 eV
Gap between HOMO and LUMO (alpha / beta) = 6.938 / 7.122 eV
Energy = -9268.6304 eV
Energy relative to the best compared isomer or geometry (same formula, charge and spin) = 112.3 kcal/mol


Entry 3:
An isolated molecule of C4H6N2O in a non-equilibrium geometry, computed with wB97M-V/def2-TZVPD.

Structure (XYZ):
```
13
Properties=species:S:1:pos:R:3:forces:R:3
C 2.188095 0.086545 -0.462154 0.286 0.339 -0.033
O 1.335356 -0.469126 0.515596 0.335 0.784 0.691
C 0.035675 -0.036571 0.441944 0.439 -0.020 0.096
C -0.771575 -0.953213 -0.104991 0.737 0.365 0.373
N -2.038149 -0.372455 -0.000921 0.213 -0.168 -0.034
C -1.836997 0.855211 0.590092 0.032 -0.053 -0.035
N -0.576172 1.096721 0.876270 -0.013 -0.085 -0.046
H 1.734642 0.077795 -1.466761 0.010 -0.043 0.293
H 3.100962 -0.515297 -0.471790 -0.117 0.184 0.032
H 2.400485 1.109082 -0.156987 0.298 0.187 -0.330
H 0.028864 -1.724620 -0.284210 -2.797 -1.019 -0.846
H -2.953408 -0.703014 -0.276234 0.439 -0.141 -0.004
H -2.647780 1.548946 0.800146 0.138 -0.330 -0.156
```
Forces are in eV/Å.

Calculated values
Largest force on an atom = 3.1 eV Å⁻¹
HOMO level = -8.7 eV
Gap between HOMO and LUMO = 9.596 eV
Energy = -9270.9288 eV
SMILES string = COc1c[nH]cn1
Energy relative to the best compared isomer or geometry (same formula, charge and spin) = 59.3 kcal/mol


Entry 4:
An isolated molecule of C4H6N2O in a non-equilibrium geometry, computed with wB97M-V/def2-TZVPD.

Structure (XYZ):
```
13
Properties=species:S:1:pos:R:3:forces:R:3
C 1.826936 -1.282581 0.336336 -1.097 -1.252 -1.744
N 1.010765 -1.030592 -0.684134 2.559 -0.248 2.459
N 0.291558 0.087575 -0.501801 0.680 -0.014 1.586
C -0.944494 0.402346 -1.159744 -0.560 -1.873 -3.736
C -1.293744 1.231818 -0.001858 -1.001 -2.697 0.831
O -2.323265 1.774103 0.165093 -0.817 1.845 1.075
C -0.149715 0.517444 0.876088 -1.689 0.981 -2.225
H 1.752354 -0.779395 1.320168 0.197 0.016 -0.798
H 2.537905 -2.156525 0.263990 -1.063 1.123 -0.119
H -0.936878 0.781144 -2.230271 0.628 0.257 1.349
H -1.679075 -0.490089 -1.353195 0.977 1.189 1.139
H -0.458511 -0.301821 1.537289 -0.303 0.028 -0.310
H 0.366164 1.246573 1.432040 1.488 0.645 0.492
```
Forces are in eV/Å.

Calculated values
Largest force on an atom = 4.2 eV Å⁻¹
HOMO level = -8.8 eV
Gap between HOMO and LUMO = 9.350 eV
Energy = -9269.3468 eV
SMILES string = C=NN1CC(=O)C1
Energy relative to the best compared isomer or geometry (same formula, charge and spin) = 95.8 kcal/mol


Entry 5:
An isolated molecule of C4H6N2O, computed with wB97M-V/def2-TZVPD.

Structure (XYZ):
```
13
Properties=species:S:1:pos:R:3:forces:R:3
N 1.635624 -1.417175 -0.313821 0.021 0.043 -0.065
C 0.448564 -0.740497 -0.064190 -0.065 0.118 -0.081
C -0.820319 -0.880598 -0.563985 0.124 -0.105 -0.112
C -1.546747 0.316431 -0.228542 0.003 0.197 0.040
C -0.699353 1.108456 0.479975 -0.030 -0.287 -0.248
O -0.761448 2.422069 0.854843 -0.031 0.060 -0.014
N 0.510041 0.453199 0.610658 0.019 0.072 -0.096
H 1.588801 -2.206748 -0.929126 -0.011 -0.161 0.180
H 2.332737 -1.447804 0.408725 -0.090 -0.257 0.041
H -1.171728 -1.685201 -1.198436 0.085 0.116 0.169
H -2.540960 0.595601 -0.550146 0.150 -0.082 0.057
H -0.328999 2.894521 0.127903 -0.197 0.197 0.341
H 1.228901 0.729227 1.259191 0.023 0.088 -0.211
```
Forces are in eV/Å.

Calculated values
Largest force on an atom = 0.4 eV Å⁻¹
HOMO level = -7.1 eV
Gap between HOMO and LUMO = 7.949 eV
Energy = -9272.2752 eV
SMILES string = Nc1ccc(O)[nH]1
Energy relative to the best compared isomer or geometry (same formula, charge and spin) = 28.3 kcal/mol


Entry 6:
An isolated molecule of C4H6N2O in a non-equilibrium geometry, computed with wB97M-V/def2-TZVPD.

Structure (XYZ):
```
13
Properties=species:S:1:pos:R:3:forces:R:3
H 1.332343 -3.010977 -0.025396 -0.270 0.726 0.245
N 0.568607 -2.316243 0.030873 3.267 4.700 -0.246
C 1.064497 -0.996566 -0.001483 -3.036 -3.798 -0.181
O 2.296737 -0.356561 0.062817 -1.555 -0.355 -0.585
C 2.015725 1.018157 -0.035480 1.623 2.089 0.059
C 0.694608 1.225244 -0.100183 2.910 -1.061 0.077
N 0.104389 0.022384 -0.142381 0.031 -1.533 0.293
C -1.279776 -0.116256 0.102788 -3.393 -3.109 2.079
H 2.868183 1.801269 -0.080431 -1.547 -2.042 0.264
H 0.112872 2.053972 0.011301 -1.059 2.308 -0.148
H -2.035863 0.262927 -0.624046 1.242 0.561 0.223
H -1.528439 -1.274565 0.007439 0.744 2.338 0.652
H -1.628946 0.237600 1.223614 1.042 -0.824 -2.730
```
Forces are in eV/Å.

Calculated values
Largest force on an atom = 5.7 eV Å⁻¹
HOMO level = -7.9 eV
Gap between HOMO and LUMO = 8.835 eV
Energy = -9270.5715 eV
SMILES string = [H]/N=c1\occn1C
Energy relative to the best compared isomer or geometry (same formula, charge and spin) = 67.6 kcal/mol


Entry 7:
An isolated molecule of C4H6N2O, computed with wB97M-V/def2-TZVPD.

Structure (XYZ):
```
13
Properties=species:S:1:pos:R:3:forces:R:3
H -1.309003 1.014941 2.016089 0.118 0.044 0.004
N -0.465955 0.615988 1.600064 -0.250 -0.065 -0.386
C -0.749835 0.110500 0.464341 0.082 0.046 0.286
C -2.108420 0.067747 -0.181830 -0.132 0.045 0.034
C 0.298724 -0.578398 -0.308803 0.282 -0.175 0.043
C 1.584917 -0.539702 -0.054060 0.319 -0.092 -0.275
N 2.808526 -0.629007 0.069065 -0.710 -0.172 -0.006
O 3.483457 0.113012 -0.953029 0.104 0.448 -0.027
H -2.873916 0.468002 0.485422 0.063 -0.008 -0.089
H -2.371394 -0.964007 -0.442720 0.037 0.157 0.038
H -2.099548 0.648117 -1.110692 -0.022 -0.068 0.098
H 0.006696 -1.221798 -1.135566 0.002 -0.065 0.197
H 3.695122 0.964528 -0.545685 0.106 -0.095 0.083
```
Forces are in eV/Å.

Calculated values
Largest force on an atom = 0.7 eV Å⁻¹
HOMO level = -9.5 eV
Gap between HOMO and LUMO = 9.832 eV
Energy = -9269.3819 eV
SMILES string = [H]/N=C(\C)C=C=NO
Energy relative to the best compared isomer or geometry (same formula, charge and spin) = 95.0 kcal/mol


Entry 8:
An isolated molecule of C4H6N2O in a non-equilibrium geometry, computed with wB97M-V/def2-TZVPD.

Structure (XYZ):
```
13
Properties=species:S:1:pos:R:3:forces:R:3
H -3.816258 -0.273454 -0.102575 -0.830 -0.658 -0.014
N -2.955599 0.230495 -0.170436 2.013 0.191 0.339
N -2.026498 -0.617493 0.024854 -4.052 -0.332 -0.444
C -0.788535 -0.193302 0.027247 7.379 -4.248 0.638
C 0.347428 -1.164205 0.115945 -3.899 4.049 -0.650
C 1.605255 -0.315006 0.252942 -3.379 2.192 2.335
C 1.044757 1.139171 -0.251274 -0.239 -2.743 3.902
O -0.358562 1.042499 0.107049 -0.037 2.850 -0.432
H 0.152370 -2.224811 0.044284 0.389 0.071 0.175
H 1.786469 -0.210689 1.389448 0.516 -0.393 -1.779
H 2.359453 -0.611733 -0.370007 2.398 -0.828 -0.938
H 1.501742 2.028644 0.188983 -0.292 -0.350 0.276
H 1.147981 1.169879 -1.256462 0.034 0.197 -3.408
```
Forces are in eV/Å.

Calculated values
Largest force on an atom = 8.5 eV Å⁻¹
HOMO level (alpha / beta) = -8.3 / -8.1 eV
Gap between HOMO and LUMO (alpha / beta) = 8.040 / 7.781 eV
Energy = -9269.1782 eV
SMILES string = [H]/N=N/C1=CCCO1
Energy relative to the best compared isomer or geometry (same formula, charge and spin) = 99.7 kcal/mol


Entry 9:
A cluster of 2 separate species, C4H6N2O in total in a non-equilibrium geometry, computed with wB97M-V/def2-TZVPD.

Structure (XYZ):
```
13
Properties=species:S:1:pos:R:3:forces:R:3
C -1.760609 -0.217695 0.526179 -1.494 -0.599 -0.003
C 0.827660 -0.141489 -0.326604 1.375 3.524 -0.115
C 0.204362 -2.491952 -0.370056 -0.776 -0.280 -0.509
C 0.739531 2.209226 0.048677 3.458 1.896 -0.717
N -2.479184 -0.400413 -0.351274 -0.013 0.316 0.411
N 0.262024 -1.225356 -0.284084 0.599 -3.224 -0.029
O 0.216452 0.960087 0.179794 -0.609 -2.515 -0.057
H -0.275111 -2.936473 -1.241770 -0.012 0.225 0.056
H 0.520629 -3.218652 0.380157 0.141 0.691 0.239
H -1.049318 -0.174068 1.314193 -0.485 0.125 0.283
H 0.511199 2.733331 0.981623 -0.248 0.246 -0.426
H 0.357031 2.731438 -0.876884 0.361 -0.457 1.105
H 1.925329 2.172021 0.020052 -2.297 0.052 -0.238
```
Forces are in eV/Å.

Calculated values
Largest force on an atom = 4.0 eV Å⁻¹
HOMO level = -8.5 eV
Gap between HOMO and LUMO = 8.707 eV
Energy = -9268.0441 eV
Energy relative to the best compared isomer or geometry (same formula, charge and spin) = 125.9 kcal/mol


Entry 10:
An isolated molecule of C4H6N2O in a non-equilibrium geometry, computed with wB97M-V/def2-TZVPD.

Structure (XYZ):
```
13
Properties=species:S:1:pos:R:3:forces:R:3
H -2.267067 1.683409 -0.737602 0.067 -0.046 0.046
N -1.532354 0.989831 -0.629171 -0.134 -0.178 0.283
C -1.834469 0.148674 0.264305 -0.045 0.177 -0.123
O -1.046225 -0.893312 0.587048 -0.064 0.032 0.014
C 0.176407 -0.982931 -0.142399 0.138 -0.069 -0.148
C 1.243760 -0.076142 0.501639 0.017 0.012 0.048
C 2.112694 0.573036 -0.481973 0.584 0.442 -0.665
N 2.795261 1.094270 -1.256021 -0.632 -0.540 0.719
H -2.731868 0.133490 0.888029 0.079 0.009 -0.123
H 0.002998 -0.703117 -1.183379 0.057 -0.029 0.142
H 0.467796 -2.032766 -0.083687 -0.017 0.157 -0.017
H 0.744963 0.709754 1.075177 0.040 -0.064 -0.100
H 1.868109 -0.644198 1.198034 -0.091 0.097 -0.076
```
Forces are in eV/Å.

Calculated values
Largest force on an atom = 1.1 eV Å⁻¹
HOMO level = -10.7 eV
Gap between HOMO and LUMO = 11.443 eV
Energy = -9272.1047 eV
SMILES string = [H]/N=C/OCCC#N
Energy relative to the best compared isomer or geometry (same formula, charge and spin) = 32.2 kcal/mol


- energy of number 5 (C4H6N2O)?
  -9272.2752 eV


- Which value of energy does entry 8 give?
  -9269.1782 eV